(1)
DFT (ωB97M-V with the def2-TZVPD basis set) results for the molecule C5H6.

Results
Electronic energy   -5277.0038 eV
LUMO energy (alpha / beta)   -1.044 / -1.044 eV
Energy relative to the best compared isomer or geometry (same formula, charge and spin)   96.75 kcal/mol
Frontier orbital gap (alpha / beta)   7.09 / 7.09 eV
Total charge   0

Cartesian coordinates (Å):
C -0.166492 2.684190 0.921682
C -0.220805 1.710214 0.139245
C -0.284239 0.703924 -0.735126
C 0.557807 -0.513788 -0.697455
C -0.240994 -1.545554 0.131920
H -0.583670 3.640133 1.187752
H -1.299585 -1.537387 -0.146142
H 0.696075 -0.897768 -1.713103
H 1.543610 -0.369147 -0.236932
H 0.158141 -2.545295 -0.052502
H -0.159848 -1.329522 1.200662

Cartesian forces (eV/Å) of the 6 atoms listed first:
C -0.12 -0.32 -0.38
C -0.01 0.20 0.18
C 0.15 0.16 0.21
C 0.07 0.15 -0.11
C -0.09 -0.09 0.08
H 0.12 -0.21 -0.01

natural (NBO) population analysis, charges in e, atoms 1 to 6: C -0.132; C -0.208; C 0.122; C -0.506; C -0.588; H 0.229

(2)
DFT (ωB97M-V with the def2-TZVPD basis set) results for the ion C6H15NP with charge +1.

Results
Electronic energy   -17235.3379 eV
SMILES string   C=C[C@@H]([NH2+]C)P(C)C
LUMO energy   -3.261 eV
Energy relative to the best compared isomer or geometry (same formula, charge and spin)   30.95 kcal/mol
Frontier orbital gap   9.29 eV
Total charge   +1

Cartesian coordinates (Å):
C 1.674967 2.198273 -0.260613
C 1.053524 1.388594 0.539881
C 2.235824 -1.395041 -0.044302
C -2.226565 1.351729 -0.004633
C -2.147438 -1.535880 -0.465224
C 0.312408 -0.049317 0.150127
N 1.060269 -1.117417 0.783340
P -1.604190 -0.233898 0.679134
H 2.125835 3.049748 0.125263
H 1.607947 2.114709 -1.392545
H 0.772638 1.654333 1.574475
H 2.098709 -2.246615 -0.740199
H 2.335994 -0.474856 -0.649283
H 3.158365 -1.519660 0.414793
H -2.562181 2.009075 0.838407
H -3.221084 1.208431 -0.507237
H -1.525252 1.848451 -0.718784
H -3.290892 -1.250179 -0.520074
H -2.157309 -2.531203 0.010417
H -1.752352 -1.530706 -1.449990
H 0.293001 -0.227647 -0.949700
H 0.365230 -1.965601 0.856866
H 1.392545 -0.745323 1.729892

Cartesian forces (eV/Å) of the 6 atoms listed first:
C -0.60 -0.46 -3.11
C -3.12 -3.50 1.01
C -0.18 0.24 -3.00
C -1.21 0.58 -0.36
C -2.84 0.42 0.89
C -1.89 3.57 -0.79

natural (NBO) population analysis, charges in e, atoms 1 to 6: C -0.334; C -0.248; C -0.438; C -0.971; C -0.982; C -0.335

(3)
DFT (ωB97M-V with the def2-TZVPD basis set) results for the molecule C3H3FOS.

Results
Electronic energy   -18758.6312 eV
SMILES string   O=CS/C=C\F
LUMO energy   0.743 eV
Energy relative to the best compared isomer or geometry (same formula, charge and spin)   9.45 kcal/mol
Frontier orbital gap   10.35 eV
Total charge   0

Cartesian coordinates (Å):
C 0.217067 1.215659 -0.775125
C -0.182038 -0.012701 -1.092036
C -0.107120 -1.109535 1.399246
H 0.807988 1.848212 -1.447074
H 0.103062 -0.428323 -2.045395
H 0.850999 -0.603268 1.227569
O -0.424533 -1.688803 2.391905
F -0.097695 1.798253 0.373695
S -1.167731 -1.019493 -0.032784

Cartesian forces (eV/Å) of the 6 atoms listed first:
C 0.13 -0.34 -0.91
C 0.05 0.29 0.36
C -0.24 -0.18 -0.17
H -0.19 -0.21 0.39
H 0.04 0.05 -0.07
H 0.22 0.09 0.13

natural (NBO) population analysis, charges in e, atoms 1 to 6: C 0.256; C -0.489; C 0.271; H 0.182; H 0.238; H 0.134

(4)
DFT (ωB97M-V with the def2-TZVPD basis set) results for a structure of composition C50H52BrClN4O6P2Pb.

Results
Electronic energy   -177312.0704 eV
LUMO energy (alpha / beta)   -5.756 / -6.747 eV
Energy relative to the best compared isomer or geometry (same formula, charge and spin)   17.80 kcal/mol
Frontier orbital gap (alpha / beta)   6.65 / 6.06 eV
Total charge   +2

Cartesian coordinates (Å):
Pb 0.032806 0.139145 -1.097398
C 2.414794 3.628129 -3.521578
C 1.341162 3.081220 -2.811112
N 0.939053 1.838216 -2.960010
C 1.537182 1.069993 -3.888282
C 2.669180 1.510451 -4.619547
C 3.109903 2.829277 -4.393943
C 3.290446 0.628648 -5.529261
C 2.768879 -0.626963 -5.738952
C 1.611801 -1.047018 -5.095335
C 0.972845 -0.222949 -4.160024
N -0.076877 -0.592051 -3.410247
C -0.937771 -1.570885 -3.762744
C -1.364887 -1.805479 -5.070438
C -2.317092 -2.782113 -5.348796
C -2.834557 -3.572611 -4.350618
C -2.429107 -3.380126 -3.012123
C -2.901358 -4.171635 -1.944979
C -2.407464 -3.953243 -0.683754
C -1.481512 -2.923935 -0.486135
N -1.069443 -2.130591 -1.447283
C -1.498915 -2.354703 -2.704317
H 2.690949 4.657175 -3.364103
H 0.788176 3.685545 -2.106076
H 3.968823 3.206514 -4.929632
H 4.182863 0.946887 -6.047751
H 3.264672 -1.303490 -6.416916
H 1.249368 -2.051943 -5.243990
H -0.980323 -1.182275 -5.865185
H -2.644245 -2.919356 -6.367864
H -3.546895 -4.349319 -4.580176
H -3.627601 -4.949149 -2.128909
H -2.724221 -4.548134 0.157278
H -1.070925 -2.746319 0.494357
O 3.384369 5.980392 0.627013
C 2.874477 4.767835 0.445102
C 3.476619 3.773039 -0.332975
C 2.844127 2.551069 -0.462283
N 1.693046 2.254858 0.134037
C 1.146451 3.192393 0.890793
Br -0.457311 2.716576 1.778495
C 1.668137 4.454561 1.081004
H 4.230262 6.104764 0.174807
H 4.414496 3.953776 -0.834143
H 3.267256 1.770784 -1.076658
H 1.179976 5.186582 1.699533
O 2.025088 -1.929144 -2.023194
Cl 2.983346 -1.203248 -1.294226
O 4.071775 -1.980927 -0.890004
O 3.397349 -0.056176 -1.997577
O 2.297066 -0.737531 -0.057856
C 4.621921 1.947043 2.753688
C 4.854623 0.498665 2.345235
C 5.663178 0.408865 1.053007
P 3.272307 -0.476295 2.141548
C 3.683073 -2.284425 2.146252
C 2.400344 -3.102464 2.254087
C 4.717722 -2.660463 3.204452
C 2.029133 0.077763 3.423659
C 0.610603 -0.398912 3.137347
C 2.485409 -0.311919 4.826569
H 5.585920 2.449461 2.831142
H 4.128676 2.027997 3.718462
H 4.025129 2.468400 2.009790
H 5.398684 -0.014496 3.146421
H 5.179308 0.984974 0.267288
H 5.757879 -0.617785 0.703653
H 6.662946 0.808871 1.207788
H 4.116775 -2.468567 1.157442
H 1.983858 -3.063005 3.257911
H 2.612361 -4.143667 2.023811
H 1.666784 -2.739056 1.536593
H 4.417613 -2.374831 4.209272
H 5.689267 -2.227570 2.983348
H 4.837958 -3.741473 3.188116
H 2.041668 1.167538 3.324690
H 0.462807 -1.432128 3.439401
H 0.372578 -0.297118 2.080036
H -0.095212 0.211558 3.699581
H 2.432518 -1.385969 4.982956
H 1.816189 0.155712 5.546950
H 3.494891 0.029427 5.041313
O -1.945420 0.138609 0.386862
P -3.397835 0.161075 0.775748
C -3.876308 1.783457 1.431811
C -3.838632 2.007496 2.802123
C -4.137745 3.262963 3.300510
C -4.462049 4.291773 2.431183
C -4.490617 4.070160 1.062558
C -4.196773 2.814532 0.559746
C -3.756233 -1.044510 2.089246
C -2.731402 -1.867769 2.532228
C -2.965761 -2.820010 3.507747
C -4.231334 -2.946368 4.056764
C -5.249414 -2.097018 3.651876
C -5.014594 -1.143729 2.676263
C -4.436670 -0.185314 -0.676611
C -5.797614 -0.448937 -0.585634
C -6.535333 -0.670739 -1.735126
C -5.920831 -0.631432 -2.977224
C -4.563705 -0.370831 -3.071468
C -3.826669 -0.142242 -1.923673
H -3.580723 1.197734 3.469782
H -4.128225 3.434963 4.365972
H -4.685788 5.271731 2.822430
H -4.752711 4.873123 0.391120
H -4.220546 2.624220 -0.504893
H -1.748457 -1.724803 2.114027
H -2.165718 -3.463235 3.843796
H -4.420026 -3.693697 4.811823
H -6.228490 -2.173225 4.100800
H -5.801135 -0.460302 2.397897
H -6.285748 -0.475054 0.374743
H -7.593736 -0.865157 -1.660792
H -6.504721 -0.793234 -3.870295
H -4.082307 -0.332048 -4.037412
H -2.769874 0.085168 -1.981758

Cartesian forces (eV/Å) of the 6 atoms listed first:
Pb -0.13 0.33 0.67
C 0.17 -0.10 -0.27
C -0.06 -0.03 -0.22
N -0.37 0.22 -0.14
C 0.52 0.27 -0.42
C -0.42 -0.03 0.33

Löwdin population analysis, charges in e, atoms 1 to 6: Pb 1.562; C -0.029; C -0.129; N 0.034; C -0.188; C -0.143

(5)
DFT (ωB97M-V with the def2-TZVPD basis set) results for the molecule CH2N4O.

Results
Electronic energy   -9072.9274 eV
LUMO energy   -0.604 eV
Energy relative to the best compared isomer or geometry (same formula, charge and spin)   77.73 kcal/mol
Frontier orbital gap   8.15 eV
Total charge   0

Cartesian coordinates (Å):
N -1.129464 -1.134630 -0.229882
C -0.061863 -0.439499 -0.151170
N 1.287166 -0.514108 -0.369008
O 1.761998 0.735688 -0.017513
N 0.845543 1.553421 0.392400
N -0.236088 0.877047 0.317577
H -1.004257 -2.082005 -0.548921
H -1.161745 1.180302 0.589014

Cartesian forces (eV/Å) of the 6 atoms listed first:
N 0.16 -0.25 -0.08
C 0.01 0.03 0.03
N -0.49 -0.20 -0.02
O 0.04 0.22 0.06
N -0.25 -0.35 -0.07
N 0.11 0.13 0.08

natural (NBO) population analysis, charges in e, atoms 1 to 6: N -0.820; C 0.435; N -0.234; O -0.073; N 0.203; N -0.320

(6)
DFT (ωB97M-V with the def2-TZVPD basis set) results for the molecule C11H11N2P.

Results
Electronic energy   -23852.3449 eV
SMILES string   Cc1nccnc1Pc1ccccc1
LUMO energy   0.532 eV
Energy relative to the best compared isomer or geometry (same formula, charge and spin)   0.00 kcal/mol
Frontier orbital gap   9.30 eV
Total charge   0

Cartesian coordinates (Å):
C 1.692368 0.431443 2.980226
C 1.517612 -0.823750 2.318079
C 1.680969 1.572472 2.148121
C 1.396706 -0.872424 0.973535
C 1.329096 1.490233 0.816383
C -2.741202 -1.674853 -2.280560
C -1.566840 -2.353711 -2.670533
C 1.250480 0.247823 0.181326
C -1.529958 0.066385 -1.600708
C -0.260907 -0.595961 -1.930301
C -1.545366 1.350966 -0.871773
N -2.701233 -0.487472 -1.720254
N -0.399974 -1.822929 -2.465345
P 1.381653 0.177771 -1.609657
H 1.936227 0.427354 4.064067
H 1.612103 -1.721966 2.886153
H 1.743921 2.587037 2.623882
H 1.521855 -1.886735 0.531799
H 1.024461 2.340053 0.374078
H -3.697377 -1.930860 -2.463713
H -1.568643 -3.362834 -2.893774
H -1.630211 1.196200 0.217876
H -0.496315 1.686731 -1.070327
H -2.357397 2.011517 -1.051200
H 2.157373 -1.082477 -1.808625

Cartesian forces (eV/Å) of the 6 atoms listed first:
C 0.44 -0.91 -1.15
C 0.63 2.03 2.31
C -0.91 0.57 2.29
C 0.23 -1.93 -1.44
C 0.66 -2.88 1.59
C 2.93 0.26 -0.40

natural (NBO) population analysis, charges in e, atoms 1 to 6: C -0.190; C -0.210; C -0.213; C -0.202; C -0.191; C 0.010

It is found that the largest force on an atom values, taken in the order of the records, are 0.0099, 0.0933, 0.0191, 0.0327, 0.0113, 0.0697 Eh/bohr.